Entry 1:
{
  "formula": "C6H14N2O2",
  "method": "ωB97M-V/def2-TZVPD",
  "elements": ["C", "N", "C", "C", "O", "H", "H", "H", "H", "H", "H", "H", "C", "N", "C", "C", "O", "H", "H", "H", "H", "H", "H", "H"],
  "xyz": [[-2.2822, 0.5461, -1.0460], [-0.9017, 0.3306, -1.4283], [-0.0229, 1.3863, -1.4077], [1.4022, 1.0306, -1.7316], [-0.3708, 2.5078, -1.1073], [-2.9343, 0.8713, -1.8586], [-2.6780, -0.3947, -0.6585], [-2.3311, 1.2413, -0.2096], [-0.6773, -0.4657, -2.0015], [1.5310, 0.9849, -2.8180], [2.0972, 1.6292, -1.1575], [1.6952, 0.0029, -1.5208], [1.0377, 0.3877, 2.3693], [0.0182, -0.5177, 1.8890], [0.4501, -1.5319, 1.0390], [-0.5952, -2.5516, 0.6691], [1.6338, -1.7122, 0.8376], [1.6454, -0.1374, 3.1059], [1.7014, 0.7640, 1.5896], [0.5895, 1.2549, 2.8570], [-0.8118, -0.0857, 1.5009], [-1.5408, -2.1425, 0.3217], [-0.1855, -3.2644, -0.0383], [-0.8132, -3.0559, 1.6043]],
  "forces_ev_per_angstrom": [[-0.2040, -0.6117, 0.2119], [-0.1647, 0.4381, 0.0679], [0.1238, -0.4760, 0.0653], [0.2483, -1.1327, -0.4605], [-0.0150, 0.1095, 0.2224], [0.1074, 0.2107, 0.0384], [-0.0658, -0.0800, -0.1605], [0.0923, 0.2609, -0.2766], [0.0922, -0.0656, 0.1931], [0.2454, 1.0220, 0.0238], [0.0555, 0.5554, -0.5076], [-0.5157, -0.2722, 0.6489], [0.2757, 0.4520, 0.3321], [-0.3297, -0.1072, -1.1648], [0.4490, -0.1181, 0.9681], [-0.0283, 0.1647, -0.0342], [-0.0514, -0.0570, -0.2971], [0.0586, 0.0582, -0.0642], [-0.0073, -0.1367, -0.1247], [-0.1705, -0.1994, -0.0195], [-0.1079, 0.0873, 0.4284], [0.0185, 0.1643, -0.1210], [-0.0191, 0.0332, -0.0860], [-0.0873, -0.2998, 0.1163]],
  "multiplicity": 1,
  "relative_energy_kj_mol": 79.0,
  "orbital_gap_ha": 0.3836
}

***

Entry 2:
{
  "formula": "C6H14N2O2",
  "method": "ωB97M-V/def2-TZVPD",
  "elements": ["C", "O", "C", "C", "C", "N", "N", "C", "C", "O", "H", "H", "H", "H", "H", "H", "H", "H", "H", "H", "H", "H", "H", "H"],
  "xyz": [[1.2987, 0.1237, 3.3693], [0.5496, 0.5125, 2.2008], [0.3203, -0.5260, 1.3527], [1.6092, -0.7517, 0.4567], [1.1071, -0.2909, -0.9404], [-0.0584, 0.5476, -0.7291], [-0.8447, 0.5881, -1.8735], [-1.9355, 1.6614, -1.5754], [-1.4617, -0.6612, -2.1535], [-0.7201, -0.1695, 0.3790], [1.2186, 1.0276, 3.9544], [0.8166, -0.7636, 3.8565], [2.3404, -0.0177, 3.0812], [-0.1220, -1.4047, 1.7863], [2.4268, -0.0498, 0.7377], [1.8528, -1.8215, 0.5742], [1.8031, 0.3704, -1.4695], [0.9226, -1.1979, -1.5813], [-2.9559, 1.1069, -1.0091], [-2.2478, 2.1147, -2.6014], [-1.5147, 2.4868, -1.0446], [-0.5927, -1.4209, -1.9371], [-2.2748, -0.7409, -1.4944], [-1.5377, -0.7234, -3.3394]],
  "forces_ev_per_angstrom": [[-1.0197, 0.3372, -0.8535], [-0.3722, 0.2571, 1.3326], [-0.0279, 1.0201, -3.6043], [-1.0869, 0.4734, 0.0318], [1.1793, -0.8385, -0.4559], [1.2023, -0.3572, 0.9544], [-1.7041, 3.0528, 1.6933], [-1.8870, -2.2697, -2.0141], [3.4364, -1.7691, -3.3374], [0.3547, -0.2999, 1.0912], [0.1630, -0.1397, 0.6959], [0.6376, 0.7005, -0.2503], [0.0876, -0.4328, 0.2540], [0.1596, -0.5329, 0.7092], [-0.5381, -0.8693, 0.3186], [0.4449, 0.5863, -0.6284], [0.1814, -0.4459, 0.1402], [0.2358, 0.9079, 0.5329], [3.0702, 1.8708, -1.5315], [0.1518, -1.0904, 1.7145], [0.2790, 0.0981, 0.7856], [-2.5232, 0.8459, -0.3636], [-1.5610, -1.0664, 0.1647], [-0.8635, -0.0382, 2.6198]],
  "multiplicity": 1,
  "relative_energy_kj_mol": 618.7,
  "orbital_gap_ha": 0.3520
}

***

Entry 3:
{
  "formula": "C6H14N2O2Sn",
  "method": "ωB97M-V/def2-TZVPD",
  "elements": ["Sn", "C", "C", "O", "N", "C", "H", "H", "H", "H", "H", "H", "H", "C", "C", "O", "N", "C", "H", "H", "H", "H", "H", "H", "H"],
  "xyz": [[-19.6728, 23.9353, 5.5680], [-23.6819, 21.4529, 7.2494], [-23.2471, 21.8889, 5.8761], [-22.1948, 22.5349, 5.7324], [-24.0798, 21.6291, 4.8531], [-23.8643, 22.1414, 3.4604], [-24.4481, 20.7080, 7.0349], [-24.1631, 22.2942, 7.7482], [-22.7851, 21.0414, 7.7126], [-24.9594, 21.1673, 5.0352], [-23.1366, 22.9510, 3.4049], [-24.8077, 22.5761, 3.1300], [-23.6142, 21.3916, 2.7099], [-20.7956, 23.6653, 0.4353], [-20.7000, 22.8654, 1.7056], [-20.5602, 23.4138, 2.8031], [-20.7053, 21.5408, 1.5777], [-20.7008, 20.5186, 2.5748], [-19.9583, 24.3470, 0.2860], [-21.6574, 24.3291, 0.5041], [-20.9564, 23.1001, -0.4828], [-20.7833, 21.1405, 0.6537], [-19.9382, 20.7410, 3.3212], [-20.4360, 19.5241, 2.2158], [-21.6936, 20.3709, 2.9998]],
  "forces_ev_per_angstrom": [[-2.3973, -1.4027, -1.6380], [-0.2273, -0.4064, -1.5398], [-1.2740, 0.1874, 0.0007], [2.3327, 1.1857, -0.5712], [1.3131, 0.6837, -0.9642], [-0.8176, 0.2980, 0.4030], [0.0866, -0.2998, 0.8261], [0.3709, -0.0502, 0.2687], [-0.4573, 0.0718, 0.5060], [0.1593, -0.0052, 0.0735], [0.0975, -0.2732, 0.4832], [-0.0633, -0.0415, 0.0728], [0.0974, -0.3354, 0.4562], [-0.5680, 0.5737, -0.2412], [0.6967, -1.0441, -1.2181], [0.4907, 1.1827, 2.5996], [-0.2839, -0.6309, -1.4196], [0.1908, -0.4586, 1.3155], [0.2218, -0.2689, 0.2567], [-0.1368, 0.0161, 0.2178], [0.2154, -0.3064, 0.2533], [-0.0333, 0.5987, -0.2166], [-0.2949, 0.0642, 0.3506], [0.1688, 0.3482, -0.6847], [0.1122, 0.3130, 0.4099]],
  "total_charge": 2,
  "multiplicity": 1,
  "relative_energy_kj_mol": 199.6,
  "orbital_gap_ha": 0.2019
}

***

Entry 4:
{
  "formula": "C6H14N2OS",
  "method": "ωB97M-V/def2-TZVPD",
  "elements": ["C", "C", "C", "C", "O", "N", "C", "S", "N", "C", "H", "H", "H", "H", "H", "H", "H", "H", "H", "H", "H", "H", "H", "H"],
  "xyz": [[-2.9491, -1.7892, 0.1842], [-1.6973, -1.1115, 0.7428], [-1.2310, 0.0897, -0.1034], [-2.2335, 1.2149, -0.0420], [-1.6558, 2.3754, -0.6529], [0.0412, 0.6096, 0.3876], [1.2567, 0.0514, 0.0674], [1.4476, -1.4165, -0.7107], [2.3046, 0.8049, 0.4632], [3.6877, 0.3919, 0.2977], [-2.8021, -2.1086, -0.8322], [-3.1686, -2.7110, 0.7666], [-3.8403, -1.1653, 0.2044], [-1.8786, -0.7571, 1.7764], [-0.8686, -1.8430, 0.7930], [-1.1017, -0.2015, -1.1411], [-2.5181, 1.4245, 1.0228], [-3.1499, 0.8910, -0.5437], [-2.3385, 3.0603, -0.6021], [0.0576, 1.6231, 0.4161], [2.1121, 1.5864, 1.1107], [3.9164, 0.2169, -0.7631], [4.3155, 1.1875, 0.6775], [3.9283, -0.5271, 0.8731]],
  "forces_ev_per_angstrom": [[0.0138, -0.6519, 0.8251], [0.1450, 0.0439, 0.0990], [0.2714, -0.3496, 0.5354], [-0.3188, 0.1573, 0.6969], [-0.7779, 0.0044, 0.2149], [0.3888, 0.0872, -0.0702], [-0.4585, -0.1347, 0.0738], [-0.0402, 0.2574, 0.0759], [0.0786, 0.6759, 0.6209], [0.0491, -0.4714, 0.0837], [0.1639, -0.1021, -0.5622], [0.0524, 0.6026, -0.2938], [-0.0269, 0.1099, 0.1125], [0.0866, -0.1178, -0.4029], [-0.4202, 0.4144, -0.0856], [-0.0012, -0.2362, -0.2771], [0.3478, -0.0630, -0.6335], [0.0895, 0.1527, -0.1543], [0.3977, -0.0483, -0.1486], [-0.0151, -0.1174, 0.0382], [0.2209, -0.8527, -0.7108], [-0.0983, 0.0127, 0.3805], [0.1278, 0.2175, -0.0140], [-0.2763, 0.4092, -0.4038]],
  "multiplicity": 1,
  "relative_energy_kj_mol": 0.0,
  "orbital_gap_ha": 0.3174
}